{"formula": "C15H15BrCoNO", "method": "ωB97M-V with the def2-TZVPD basis set", "species": ["C", "C", "C", "H", "C", "C", "H", "H", "H", "H", "Co", "Br", "C", "C", "C", "H", "C", "C", "H", "H", "H", "H", "O", "N", "C", "C", "C", "C", "C", "H", "H", "H", "H", "H"], "positions_angstrom": [[2.486, -0.783, -0.192], [1.612, -1.471, 0.660], [0.381, -1.733, -0.051], [1.773, -1.712, 1.709], [0.505, -1.107, -1.343], [1.793, -0.553, -1.474], [2.285, -0.340, -2.428], [3.568, -0.787, -0.058], [-0.274, -2.609, 0.077], [-0.216, -1.253, -2.124], [1.703, 1.244, -0.432], [-0.472, 1.706, 0.545], [1.523, 3.220, -0.646], [2.054, 2.611, -1.826], [3.239, 1.887, -1.459], [1.699, 2.774, -2.838], [3.437, 2.039, -0.050], [2.374, 2.844, 0.463], [2.288, 3.180, 1.488], [0.692, 3.934, -0.607], [3.956, 1.442, -2.141], [4.287, 1.700, 0.517], [-0.810, -0.923, 1.288], [-2.111, -1.067, 1.115], [-2.781, -0.695, -0.012], [-4.078, -1.143, -0.201], [-4.743, -1.760, 0.867], [-4.088, -1.928, 2.084], [-2.793, -1.470, 2.226], [-2.229, -0.087, -0.731], [-4.519, -1.042, -1.206], [-5.768, -2.153, 0.721], [-4.551, -2.466, 2.913], [-2.223, -1.501, 3.144]], "nbo_charge": [-0.4010, -0.3627, -0.0851, 0.1948, -0.3803, -0.4337, 0.1989, 0.1933, 0.1853, 0.1892, 0.9240, -0.6821, -0.2876, -0.3992, -0.3760, 0.2099, -0.3589, -0.3826, 0.2216, 0.2391, 0.2062, 0.2084, -0.5632, -0.0467, -0.0488, -0.3191, -0.4285, -0.2538, -0.1288, 0.2401, 0.1858, 0.1659, 0.1797, 0.1960], "s2": 6.06, "total_charge": -2, "homo_lumo_gap_ha": [0.128, 0.180], "de_lowest_ev": 0.000, "multiplicity": 5}